Computed, not measured: a 8-piece molecular cluster, C50H115N7O8 overall in a non-equilibrium geometry, with the ωB97M-V functional and the def2-TZVPD basis.

Output
- Electronic energy: -80516.198 eV
- Maximum force: 3.78 eV Å⁻¹
- Relative energy (zero: lowest compared OMol25 entry of this formula, charge and spin): 2.650 eV
- SMILES: CC1(C)CCCC(C)(C)N1O.CC1(C)CCCC(C)(C)N1O.CC1(C)CCCC(C)(C)N1O.CC1(C)CCCC(C)(C)N1O.COC[C@H](C)N.COC[C@H](C)N.COC[C@H](C)N.CCO
- Frontier orbital gap: 8.683 eV

Last column: Mulliken charge in e.
Element x y z (Å)
1 O -3.956 -4.117 4.250  -0.358
2 O -3.894 -3.047 -4.814  -0.428
3 O -1.865 3.002 -0.482  -0.482
4 O -2.181 -3.874 -2.652  -0.325
5 O 5.064 -3.202 3.004  -0.515
6 O -4.964 4.955 -0.544  -0.136
7 O 6.837 4.002 1.735  -0.536
8 O -0.337 -0.385 0.317  0.519
9 N -7.183 2.136 -0.954  -0.683
10 N 3.882 -2.361 3.175  0.050
11 N -0.378 -4.559 4.883  -0.827
12 N 1.926 0.824 -1.173  0.030
13 N -0.750 3.805 -0.502  0.646
14 N -3.414 -4.554 -2.346  1.381
15 N 6.787 3.876 0.314  0.089
16 C -1.707 5.663 -2.075  -1.431
17 C -4.961 6.210 -1.273  -1.114
18 C 0.897 0.088 -1.800  -0.127
19 C 9.097 3.354 0.128  -2.019
20 C -4.214 -2.622 -1.273  -2.652
21 C -2.979 -6.238 -4.015  -2.233
22 C 3.147 -0.121 3.903  -1.691
23 C -1.690 5.497 1.059  -1.514
24 C -0.638 4.695 -1.778  1.097
25 C -2.756 -4.438 4.978  -1.161
26 C -4.729 -2.104 -5.361  -0.219
27 C 7.705 2.849 -0.070  1.702
28 C -5.223 -4.803 -0.745  -1.450
29 C -1.933 -6.627 -1.708  -1.683
30 C -0.635 3.364 1.856  -1.862
31 C -0.598 4.492 0.806  1.457
32 C 0.838 5.059 0.832  -0.035
33 C 1.130 5.992 -0.365  -1.320
34 C -5.041 2.484 -1.997  -1.265
35 C -2.879 -4.097 0.100  -0.691
36 C 2.414 -0.046 2.597  1.239
37 C -5.877 2.711 -0.716  0.566
38 C -4.379 -6.779 -2.211  -1.435
39 C -0.486 0.163 -1.038  0.831
40 C -1.691 -5.628 3.185  -1.612
41 C 5.344 3.693 -0.020  1.868
42 C 1.955 -1.454 2.137  0.173
43 C 1.243 -1.423 -2.034  -1.687
44 C -3.866 -4.088 -1.084  1.395
45 C 6.132 2.344 -2.127  -0.627
46 C 7.513 1.505 0.723  -1.323
47 C -4.999 -6.315 -0.808  -0.667
48 C 3.101 -2.376 1.933  1.743
49 C -1.553 -4.426 4.079  1.833
50 C 5.306 3.535 -1.581  -1.031
51 C -0.677 3.593 -2.846  -0.852
52 C 2.505 -3.864 1.815  -1.668
53 C 4.590 2.634 0.679  -0.195
54 C -1.605 -0.547 0.949  -0.366
55 C -4.131 -2.720 4.038  -0.567
56 C 4.296 -1.096 3.884  2.245
57 C 7.567 2.452 -1.621  -1.416
58 C -6.041 -2.522 -6.122  -1.134
59 C 4.699 5.063 0.283  -1.797
60 C -3.166 -5.988 -2.525  1.367
61 C 0.792 5.288 -1.740  -0.793
62 C -6.134 4.229 -0.632  -1.058
63 C 4.004 -2.059 0.750  -1.477
64 C 5.478 -0.322 3.234  -1.976
65 C 4.793 -1.541 5.301  -2.005
66 H 3.485 2.787 0.587  -0.969
67 H -5.097 -6.716 -3.049  0.469
68 H 5.027 -2.467 0.576  0.399
69 H 5.130 -0.782 6.004  0.363
70 H 0.406 -4.584 4.252  0.203
71 H -5.909 -3.275 -6.873  0.303
72 H 6.247 -1.021 2.877  0.299
73 H -1.986 -3.545 -0.265  0.083
74 H -4.403 -3.540 -4.179  -0.029
75 H -5.315 2.450 0.199  0.273
76 H -1.735 6.529 -1.452  0.363
77 H 1.772 -3.981 0.963  0.148
78 H 3.483 -2.327 -0.112  0.387
79 H -0.609 3.813 2.797  0.695
80 H -2.661 -3.599 5.684  0.371
81 H -2.326 -1.132 0.344  -0.063
82 H 1.928 1.803 -1.453  0.013
83 H 1.249 -1.801 2.864  0.700
84 H -3.851 -2.142 4.925  0.360
85 H 3.007 0.292 1.764  -1.160
86 H -6.688 -3.011 -5.371  0.294
87 H 7.427 1.638 1.770  0.457
88 H 5.534 -2.908 2.209  0.363
89 H 0.911 5.734 1.691  0.456
90 H -2.660 5.188 -2.010  -0.022
91 H -5.978 -6.816 -0.676  0.444
92 H -1.483 -6.501 3.758  0.516
93 H -5.001 -1.409 -4.597  0.197
94 H 1.561 4.519 -1.929  -0.010
95 H 2.253 -1.528 -2.481  0.354
96 H -5.152 -2.502 -1.847  0.402
97 H -1.068 -5.983 -1.845  0.232
98 H 2.384 -0.371 4.747  0.326
99 H 1.832 0.664 -0.183  -0.229
100 H 0.324 2.767 1.809  -0.084
101 H 3.223 -4.704 1.644  0.397
102 H 5.664 -2.221 5.180  0.366
103 H 4.228 3.360 -1.831  -0.153
104 H -3.824 -6.197 -4.631  0.433
105 H -2.619 -5.110 0.394  -0.054
106 H -3.386 -3.580 0.921  0.373
107 H -5.890 6.670 -1.430  0.535
108 H 5.938 0.380 3.934  0.522
109 H -5.949 -4.515 -1.488  0.470
110 H 9.892 2.733 -0.379  0.298
111 H -1.165 -5.530 2.243  0.393
112 H 2.137 6.313 -0.302  0.820
113 H -3.391 -2.090 -1.726  0.234
114 H 6.202 2.323 -3.208  0.566
115 H -0.166 -3.695 5.392  0.334
116 H -7.756 2.341 -0.138  0.311
117 H -1.414 -1.078 1.939  0.069
118 H -3.686 -2.339 3.105  0.072
119 H 6.586 0.977 0.301  -0.069
120 H -6.704 4.370 0.272  0.235
121 H -7.030 1.118 -0.906  0.254
122 H -2.915 -5.383 5.440  0.380
123 H 3.946 -2.058 5.747  0.462
124 H -2.322 -3.550 -3.549  0.333
125 H 5.175 5.840 -0.352  0.562
126 H 1.427 -1.298 1.168  -1.082
127 H -2.290 -6.919 -0.762  0.515
128 H -4.374 -6.497 0.029  0.290
129 H -0.933 1.161 -0.913  -0.612
130 H 5.115 0.289 2.417  0.414
131 H -4.068 -1.636 -6.063  0.372
132 H 0.176 2.943 -2.623  0.001
133 H -3.977 2.784 -1.932  0.226
134 H 1.047 -2.013 -1.124  0.000
135 H -2.139 -5.682 -4.429  0.341
136 H -2.613 5.224 0.517  0.125
137 H 0.503 -1.832 -2.673  0.620
138 H -2.726 -7.270 -4.078  0.659
139 H -4.338 6.864 -0.709  0.329
140 H 3.497 0.838 4.239  0.378
141 H 8.335 0.750 0.523  0.440
142 H -5.203 -2.602 4.008  0.275
143 H -1.580 3.021 -2.619  0.014
144 H 1.897 -4.051 2.697  0.190
145 H -4.456 6.140 -2.224  0.424
146 H -2.724 -5.664 2.834  0.310
147 H -4.380 -2.123 -0.339  0.637
148 H -1.641 -3.480 3.573  -0.434
149 H -5.437 -4.464 0.241  0.489
150 H 3.709 5.176 -0.059  -0.067
151 H -5.091 1.452 -2.186  0.333
152 H 4.754 5.417 1.285  0.491
153 H 8.202 1.596 -1.728  0.464
154 H 5.623 4.460 -2.022  0.607
155 H 7.556 4.605 1.916  0.393
156 H 0.557 6.914 -0.245  0.486
157 H 9.267 3.387 1.156  0.615
158 H 4.837 2.621 1.748  0.648
159 H 4.810 1.642 0.352  -0.160
160 H 1.571 4.221 0.736  -0.804
161 H 5.616 1.376 -1.887  0.085
162 H -5.534 3.008 -2.769  0.382
163 H -1.809 5.440 2.107  0.606
164 H -1.509 6.060 -3.087  0.547
165 H -0.722 4.009 -3.862  0.479
166 H 9.209 4.331 -0.350  0.479
167 H -2.662 3.568 -0.628  -0.052
168 H 4.158 -1.005 0.761  0.292
169 H -1.759 -7.542 -2.319  0.465
170 H -6.494 -1.627 -6.574  0.363
171 H -6.781 4.560 -1.457  0.537
172 H 0.893 6.112 -2.514  0.360
173 H 0.772 0.550 -2.732  0.817
174 H -1.501 2.765 1.871  0.506
175 H 1.590 0.632 2.554  0.221
176 H -2.029 0.413 1.175  0.058
177 H -1.270 -0.497 -1.537  0.006
178 H 8.122 3.331 -2.048  0.402
179 H -1.411 6.526 0.797  0.259
180 H -4.136 -7.813 -2.177  0.420